Molecular formula: C25H45ClNO23S5
Method: DFT, ωB97M-V with the def2-TZVPD basis set

2S+1: 1
Net charge: +1
Lowest unoccupied orbital energy (eV): -4.24
E_tot (eV): -141910.12982
Molecular weight (Da): 923.41

Element x y z (Å)
C1 8.125 -0.972 3.161
C2 7.961 -0.111 1.738
O1 6.534 0.105 1.369
C3 5.990 1.221 2.193
C4 4.481 1.716 1.668
O2 3.556 1.391 2.771
C5 2.149 1.289 2.272
C6 1.646 -0.300 2.173
C7 2.822 -1.416 1.782
C8 2.470 -3.044 1.624
C9 3.615 -4.152 1.189
Cl1 5.340 -3.400 1.052
C10 3.613 -5.520 2.092
C11 4.762 -5.565 3.274
C12 0.871 -3.429 1.907
C13 -0.214 -2.218 2.294
N1 0.198 -0.734 2.391
C14 -0.915 0.239 2.708
C15 -1.965 0.168 1.407
O3 -3.048 -0.810 1.594
H1 8.123 -0.184 4.041
H2 9.096 -1.642 3.134
H3 7.129 -1.613 3.243
H4 8.515 0.937 1.864
H5 8.553 -0.752 0.932
H6 6.726 2.132 2.224
H7 5.911 0.787 3.297
H8 4.205 0.987 0.770
H9 4.468 2.838 1.329
H10 1.503 1.890 3.071
H11 2.064 1.793 1.194
H12 3.909 -1.014 1.621
H13 3.352 -4.489 0.075
H14 2.551 -5.806 2.530
H15 3.887 -6.410 1.345
H16 5.873 -5.524 2.860
H17 4.558 -4.758 4.104
H18 4.671 -6.636 3.794
H19 0.551 -4.554 1.803
H20 -1.336 -2.572 2.493
H21 -1.487 -0.002 3.727
H22 -0.592 1.361 2.782
H23 -2.452 1.219 1.172
H24 -1.275 -0.155 0.491
H25 -2.749 -1.626 1.058
C16 -5.431 0.228 -1.946
C17 -3.981 0.346 -1.483
O4 -3.196 -0.021 -2.615
S1 -3.982 0.427 -3.972
O5 -3.445 1.698 -4.406
O6 -4.085 -0.722 -4.842
O7 -5.440 0.696 -3.294
H26 -5.760 -0.816 -1.946
H27 -6.111 0.823 -1.331
H28 -3.761 -0.305 -0.633
H29 -3.734 1.380 -1.222
C18 -5.272 -4.134 -4.599
C19 -3.833 -4.557 -4.315
O8 -3.826 -4.964 -2.949
S2 -5.279 -5.607 -2.580
O9 -5.176 -7.045 -2.683
O10 -5.791 -4.936 -1.408
O11 -6.089 -5.060 -3.885
H30 -5.472 -3.131 -4.208
H31 -5.508 -4.161 -5.666
H32 -3.120 -3.745 -4.480
H33 -3.548 -5.420 -4.926
C20 0.797 1.649 -3.426
C21 2.164 1.990 -4.015
O12 2.836 2.726 -2.996
S3 2.344 2.184 -1.538
O13 3.322 1.232 -1.058
O14 1.896 3.313 -0.758
O15 1.037 1.355 -2.051
H34 0.121 2.508 -3.478
H35 0.335 0.792 -3.924
H36 2.087 2.581 -4.931
H37 2.744 1.083 -4.215
C22 -6.476 1.013 4.683
C23 -6.397 2.285 3.843
O16 -5.026 2.402 3.470
S4 -4.392 0.908 3.308
O17 -4.419 0.557 1.905
O18 -3.198 0.827 4.117
O19 -5.585 0.089 4.059
H38 -6.122 1.191 5.703
H39 -7.489 0.602 4.716
H40 -6.723 3.170 4.396
H41 -6.989 2.191 2.927
C24 -0.872 6.408 -2.788
C25 0.578 6.526 -2.325
O20 1.363 6.159 -3.457
S5 0.577 6.607 -4.815
O21 1.115 7.878 -5.248
O22 0.475 5.458 -5.684
O23 -0.880 6.876 -4.136
H42 -1.201 5.364 -2.789
H43 -1.551 7.003 -2.173
H44 0.798 5.875 -1.476
H45 0.825 7.560 -2.064